(w)
The following is a quantum chemistry calculation of 2 unconnected molecules or ions with the total composition C4H9OS, from OMol25.

Last column: Mulliken charge in e.
CARTESIAN COORDINATES (ANGSTROEM)
C: 1.112 2.213 2.259  -0.78
S: 0.780 1.606 0.633  -0.63
H: 2.167 2.566 2.331  0.17
H: 0.417 2.993 2.539  0.19
H: 1.055 1.474 3.061  0.22
C: -0.776 -1.319 0.379  -0.79
C: -0.705 -0.626 -0.946  -0.19
C: -0.430 -1.232 -2.125  -0.26
O: -0.437 -0.506 -3.325  -0.50
H: -1.792 -1.352 0.806  0.23
H: -0.522 -2.394 0.303  0.28
H: -0.054 -0.812 1.056  0.10
H: -0.885 0.468 -0.898  0.38
H: -0.255 -2.305 -2.225  0.28
H: 0.324 -0.774 -3.849  0.30

For the HOMO energy, the calculation gives -0.0783 hartree. As for the charge: -1. As for the HOMO-LUMO gap: 5.65 eV.

---

(x)
The following is a quantum chemistry calculation of a gas-phase ion, C4H9OS (charge -1), from OMol25.

Last column: Mulliken charge in e.
CARTESIAN COORDINATES (ANGSTROEM)
C: -1.394 -1.709 -0.756  -0.54
O: -2.456 -1.811 -0.046  -0.82
C: -0.005 -1.204 -0.072  -0.56
C: 0.166 0.376 -0.289  -0.59
C: 0.844 1.200 0.804  -0.59
S: 1.840 2.575 0.133  -0.31
H: -1.720 -1.047 -1.654  0.23
H: -0.989 -2.707 -1.141  0.17
H: -0.180 -1.508 1.014  0.24
H: 0.895 -1.561 -0.469  0.42
H: 0.697 0.818 -1.201  0.28
H: -0.942 0.683 -0.468  0.21
H: 1.404 0.649 1.468  0.45
H: 0.161 1.635 1.598  0.32
H: 1.679 3.610 1.080  0.10

For the HOMO energy, the calculation gives -0.0840 hartree. Its SMILES is [O-]CCCCS. As for the charge: -1. As for the HOMO-LUMO gap: 5.23 eV.

---

(y)
The following is a quantum chemistry calculation of a gas-phase ion, C4H9OS (charge -1), from OMol25.

Last column: Mulliken charge in e.
CARTESIAN COORDINATES (ANGSTROEM)
C: -0.230 -1.338 -0.951  -0.19
O: -0.955 -2.332 -1.429  -0.86
C: -1.064 -0.216 -0.186  -0.81
C: -0.272 1.072 -0.112  -0.33
C: 1.025 1.025 0.681  -0.73
S: 1.081 0.090 2.252  -0.27
H: 0.324 -0.710 -1.748  0.10
H: 0.675 -1.532 -0.315  0.05
H: -1.985 -0.138 -0.776  0.29
H: -1.439 -0.681 0.733  0.36
H: -0.115 1.394 -1.150  0.28
H: -0.877 1.928 0.244  0.29
H: 1.401 2.008 0.946  0.39
H: 1.789 0.484 0.118  0.32
H: 0.641 -1.054 1.693  0.11

For the HOMO energy, the calculation gives -0.0869 hartree. Its SMILES is [O-]CCCCS. As for the charge: -1. As for the HOMO-LUMO gap: 5.70 eV.

---

Most stable pick: (w). Distance to second place: 0.0072 hartree.

---

(w)
The following is a quantum chemistry calculation of C4H4BrClN2 in the gas phase, from OMol25.

Last column: Mulliken charge in e.
CARTESIAN COORDINATES (ANGSTROEM)
C: 0.816 0.896 1.059  0.01
C: 0.454 0.252 -1.545  -0.04
C: -0.697 -0.734 0.282  -0.37
C: 1.879 0.631 0.138  0.12
N: -0.298 0.278 1.176  -0.52
N: -0.468 -0.384 -1.107  -0.38
Cl: 3.024 1.910 -0.155  -0.14
Br: 2.631 -1.145 0.061  0.00
H: 0.907 1.811 1.639  0.38
H: 0.789 0.642 -2.472  0.32
H: -0.190 -1.695 0.440  0.33
H: -1.776 -0.878 0.396  0.29

For the HOMO energy (spin up / spin down), the calculation gives -0.2143 / -0.3644 hartree. As for the spin multiplicity: 3. As for the HOMO-LUMO gap (spin up / spin down): 5.91 / 7.67 eV. Its expectation value of S² is 2.023.

---

(x)
The following is a quantum chemistry calculation of C4H4BrClN2 in the gas phase, from OMol25.

Last column: Mulliken charge in e.
CARTESIAN COORDINATES (ANGSTROEM)
C: -1.487 -0.511 -0.450  -0.54
C: -0.807 -0.156 -1.579  0.34
C: 0.330 0.118 0.726  0.17
C: 1.410 0.870 1.233  -0.21
N: -0.828 -0.270 0.678  -0.47
N: 0.381 0.280 -1.515  -0.37
Cl: 0.759 2.494 1.553  -0.20
Br: 1.420 0.787 -2.882  -0.05
H: -2.416 -0.979 -0.494  0.43
H: -1.340 -0.240 -2.564  0.34
H: 2.023 0.982 0.436  0.24
H: 1.835 0.285 2.048  0.33

For the HOMO energy (spin up / spin down), the calculation gives -0.2139 / -0.3545 hartree. As for the spin multiplicity: 3. As for the HOMO-LUMO gap (spin up / spin down): 6.39 / 7.93 eV. Its expectation value of S² is 2.030.

---

Most stable pick: (w). Distance to second place: 0.0037 hartree.

---

(w)
The following is a quantum chemistry calculation of 2 unconnected molecules or ions with the total composition C3H8O3, from OMol25.

Last column: Mulliken charge in e.
CARTESIAN COORDINATES (ANGSTROEM)
C: -0.526 0.402 0.129  1.25
C: -0.592 -0.074 -1.290  -1.33
C: -1.073 -0.500 1.194  -1.29
O: 1.528 0.350 0.451  -0.46
O: 2.474 0.051 -0.582  -0.33
O: -0.328 1.643 0.388  -0.67
H: 3.074 -0.549 -0.118  0.32
H: 0.978 1.410 0.390  0.44
H: -0.135 0.651 -1.959  0.31
H: -0.082 -1.030 -1.405  0.33
H: -2.165 -0.437 1.166  0.37
H: -0.730 -0.171 2.173  0.35
H: -0.783 -1.535 1.024  0.30
H: -1.642 -0.212 -1.561  0.40

For the HOMO energy, the calculation gives -0.3599 hartree. Its SMILES is CC(C)=O.OO. As for the HOMO-LUMO gap: 10.67 eV.

---

(x)
The following is a quantum chemistry calculation of C3H8O3 in the gas phase, from OMol25.

Last column: Mulliken charge in e.
CARTESIAN COORDINATES (ANGSTROEM)
C: 1.077 0.034 0.981  -0.30
C: -0.006 -0.769 0.224  -0.17
C: -0.907 0.153 -0.819  -0.43
H: 1.423 0.811 -0.642  0.41
H: 0.646 0.882 1.625  0.22
H: 1.455 -0.721 1.737  0.27
H: 0.594 -1.302 -0.608  0.31
H: -1.535 -1.011 1.225  0.34
H: -1.677 -0.376 -1.411  0.30
H: -1.412 0.671 0.154  0.26
H: -0.618 1.816 -1.893  0.34
O: 1.972 0.464 0.073  -0.54
O: -0.842 -1.583 1.060  -0.47
O: -0.169 0.930 -1.705  -0.53

For the HOMO energy, the calculation gives -0.3697 hartree. Its SMILES is OCC(O)CO. As for the HOMO-LUMO gap: 10.55 eV.

---

Most stable pick: (x). Distance to second place: 0.0739 hartree.

---

(w)
The following is a quantum chemistry calculation of C3H3NO3 in the gas phase, from OMol25.

Last column: Mulliken charge in e.
CARTESIAN COORDINATES (ANGSTROEM)
C: 0.530 -0.909 -0.032  0.57
C: -0.057 -0.377 1.201  -0.18
C: -0.063 1.217 -0.994  0.02
H: -0.672 -1.048 1.805  0.30
H: 0.841 0.098 1.737  0.20
H: 0.456 1.816 -1.691  0.42
N: -0.935 1.529 -0.101  -0.26
O: 0.987 -1.966 -0.170  -0.49
O: -1.080 0.621 0.918  -0.22
O: 0.524 -0.050 -1.022  -0.35

For the HOMO energy, the calculation gives -0.3724 hartree. Its SMILES is O=C1CON=CO1. As for the HOMO-LUMO gap: 10.81 eV.

---

(x)
The following is a quantum chemistry calculation of C3H3NO3 in the gas phase, from OMol25.

Last column: Mulliken charge in e.
CARTESIAN COORDINATES (ANGSTROEM)
N: -0.570 1.407 -0.353  -0.59
C: -0.518 0.198 -0.028  0.59
O: 0.551 -0.693 0.010  -0.23
C: 1.835 -0.268 -0.020  0.20
O: 2.209 0.865 -0.125  -0.49
C: -1.791 -0.535 0.306  -0.08
O: -2.069 -1.517 -0.327  -0.41
H: 0.337 1.794 -0.603  0.32
H: 2.489 -1.145 0.078  0.36
H: -2.473 -0.105 1.062  0.33

For the HOMO energy, the calculation gives -0.3833 hartree. Its SMILES is [H]/N=C(/C=O)OC=O. As for the HOMO-LUMO gap: 10.45 eV.

---

Most stable pick: (x). Distance to second place: 0.0592 hartree.

---

(w)
The following is a quantum chemistry calculation of 2 unconnected molecules or ions with the total composition C3H3NO3, from OMol25.

Last column: Mulliken charge in e.
CARTESIAN COORDINATES (ANGSTROEM)
N: 0.345 0.716 -1.463  -0.12
C: -0.003 0.162 -0.336  -0.11
O: -1.317 -0.023 -0.131  -0.30
C: -1.528 -0.630 1.106  0.31
O: -2.622 -0.885 1.492  -0.42
C: 2.170 0.068 0.179  -0.03
O: 2.400 -0.394 1.198  -0.18
H: -0.251 1.033 -2.222  0.21
H: -0.574 -0.822 1.626  0.32
H: 1.381 0.775 -1.448  0.33

For the HOMO energy, the calculation gives -0.3355 hartree. As for the HOMO-LUMO gap: 9.95 eV.

---

(x)
The following is a quantum chemistry calculation of C3H3NO3 in the gas phase, from OMol25.

Last column: Mulliken charge in e.
CARTESIAN COORDINATES (ANGSTROEM)
C: -1.109 1.192 -0.137  0.16
C: 0.352 -0.726 -0.393  0.51
C: 1.269 -0.791 0.916  0.02
H: -0.386 1.708 0.574  0.31
H: -1.493 -0.315 -1.119  0.23
H: 1.679 -1.759 1.237  0.35
N: -0.925 -0.100 -0.402  -0.17
O: -1.971 1.828 -0.769  -0.55
O: 0.806 -1.213 -1.400  -0.46
O: 1.778 0.177 1.494  -0.41

For the HOMO energy, the calculation gives -0.3932 hartree. Its SMILES is O=CNC(=O)C=O. As for the HOMO-LUMO gap: 10.13 eV.

---

(y)
The following is a quantum chemistry calculation of C3H3NO3 in the gas phase, from OMol25.

Last column: Mulliken charge in e.
CARTESIAN COORDINATES (ANGSTROEM)
C: 0.785 0.890 -0.374  0.51
C: -0.422 -1.131 -0.012  -0.32
C: 0.564 -0.302 0.600  0.64
N: -1.743 -1.223 0.094  -0.23
O: 1.682 1.693 0.085  -0.39
O: 1.476 -0.444 1.361  -0.53
O: 0.352 0.943 -1.494  -0.55
H: -2.412 -0.936 0.743  0.21
H: 1.873 2.475 -0.508  0.37
H: -2.154 -1.965 -0.496  0.30

For the HOMO energy, the calculation gives -0.3221 hartree. As for the HOMO-LUMO gap: 8.92 eV.

---

Most stable pick: (x). Distance to second place: 0.0368 hartree.

---

(w)
The following is a quantum chemistry calculation of C3H3NO3 in the gas phase, from OMol25.

Last column: Mulliken charge in e.
CARTESIAN COORDINATES (ANGSTROEM)
C: -0.031 0.372 0.007  0.47
C: -1.306 0.944 -0.340  0.04
C: 0.189 -1.052 0.566  0.19
H: 3.126 0.745 -0.527  0.36
H: -1.145 1.737 -1.169  0.25
H: 1.042 -0.871 1.442  0.23
N: 1.125 1.110 -0.226  -0.28
O: 2.240 0.378 -0.152  -0.35
O: -2.440 0.460 -0.083  -0.47
O: -0.301 -2.209 0.290  -0.47

For the HOMO energy, the calculation gives -0.3722 hartree. Its SMILES is O=CC(C=O)=NO. As for the HOMO-LUMO gap: 8.74 eV.

---

(x)
The following is a quantum chemistry calculation of C3H3NO3 in the gas phase, from OMol25.

Last column: Mulliken charge in e.
CARTESIAN COORDINATES (ANGSTROEM)
N: -0.996 1.431 -0.940  -0.61
C: -0.480 0.437 -0.412  0.51
O: 0.740 0.027 -0.731  -0.28
C: 1.517 -0.415 0.236  0.20
O: 1.757 -0.151 1.361  -0.41
C: -1.201 -0.438 0.496  0.11
O: -0.815 -1.391 1.133  -0.44
H: -0.349 1.920 -1.561  0.29
H: 2.024 -1.308 -0.300  0.26
H: -2.232 -0.134 0.714  0.38

For the HOMO energy, the calculation gives -0.4008 hartree. Its SMILES is [H]/N=C(/C=O)OC=O. As for the HOMO-LUMO gap: 10.14 eV.

---

Most stable pick: (x). Distance to second place: 0.1080 hartree.

---

(w)
The following is a quantum chemistry calculation of C3H3NO3 in the gas phase, from OMol25.

Last column: Mulliken charge in e.
CARTESIAN COORDINATES (ANGSTROEM)
N: -0.994 -1.804 0.266  -0.60
C: -0.411 -0.701 0.187  0.48
O: -0.461 0.373 1.072  -0.33
C: 0.480 1.296 0.634  0.64
O: 0.445 2.458 0.863  -0.45
C: 0.434 -0.147 -0.919  -0.25
O: 1.363 0.657 -0.177  -0.32
H: -1.562 -1.903 1.106  0.28
H: -0.204 0.598 -1.413  0.25
H: 0.909 -0.827 -1.619  0.31

For the HOMO energy, the calculation gives -0.4174 hartree. Its SMILES is [H]/N=C1/COC(=O)O1. As for the HOMO-LUMO gap: 12.03 eV.

---

(x)
The following is a quantum chemistry calculation of C3H3NO3 in the gas phase, from OMol25.

Last column: Mulliken charge in e.
CARTESIAN COORDINATES (ANGSTROEM)
C: 1.121 -1.646 -0.278  -0.15
C: 0.465 -0.407 0.108  0.49
C: -0.913 1.385 -0.135  -0.04
H: 1.383 -2.458 0.364  0.42
H: -0.415 2.394 0.300  0.19
H: -1.863 1.751 -0.698  0.24
N: -0.183 -0.321 1.250  -0.26
O: 1.526 -1.726 -1.394  -0.44
O: -1.036 0.638 1.194  -0.19
O: -0.084 0.390 -0.711  -0.27

For the HOMO energy, the calculation gives -0.3363 hartree. Its SMILES is O=CC1=NOCO1. As for the HOMO-LUMO gap: 9.30 eV.

---

(y)
The following is a quantum chemistry calculation of C3H3NO3 in the gas phase, from OMol25.

Last column: Mulliken charge in e.
CARTESIAN COORDINATES (ANGSTROEM)
C: -0.983 -1.150 0.186  0.63
C: 0.549 0.893 0.637  0.76
C: 1.214 1.629 -0.206  -0.82
O: -0.593 -1.531 -1.048  -0.40
N: 0.264 0.148 1.539  -0.42
O: 0.149 -1.145 1.049  -0.12
O: -2.147 -1.046 0.511  -0.49
H: -1.436 -1.664 -1.523  0.36
H: 2.108 2.163 0.089  0.27
H: 0.875 1.705 -1.233  0.23

For the HOMO energy, the calculation gives -0.3533 hartree. Its SMILES is C=C=NOC(=O)O. As for the HOMO-LUMO gap: 9.45 eV.

---

Most stable pick: (w). Distance to second place: 0.1319 hartree.

---

(w)
The following is a quantum chemistry calculation of C3H3NO3 in the gas phase, from OMol25.

Last column: Mulliken charge in e.
CARTESIAN COORDINATES (ANGSTROEM)
N: -1.110 1.244 -0.772  -0.55
C: -0.389 0.356 -0.234  0.41
O: 0.982 0.540 -0.199  -0.30
C: 1.919 -0.315 0.323  0.23
O: 3.082 -0.043 0.292  -0.42
C: -1.464 -0.696 0.261  0.15
O: -1.458 -1.768 0.790  -0.44
H: -0.632 2.050 -1.152  0.27
H: 1.447 -1.217 0.729  0.28
H: -2.375 -0.152 -0.037  0.36

For the HOMO energy, the calculation gives -0.3989 hartree. Its SMILES is [H]/N=C(/C=O)OC=O. As for the HOMO-LUMO gap: 10.57 eV.

---

(x)
The following is a quantum chemistry calculation of a molecular structure, C3H3NO3, from OMol25.

Last column: Mulliken charge in e.
CARTESIAN COORDINATES (ANGSTROEM)
N: -1.135 -0.686 1.073  -0.29
C: -0.349 -0.145 0.227  0.06
O: -0.829 0.513 -0.847  -0.32
C: 0.144 1.022 -1.685  0.26
O: -0.146 1.596 -2.684  -0.42
C: 1.138 -0.753 1.273  0.19
O: 2.271 -0.581 1.075  -0.37
H: -2.147 -0.666 1.016  0.20
H: 1.161 0.827 -1.310  0.30
H: -0.133 -1.102 1.777  0.38

For the HOMO energy, the calculation gives -0.3454 hartree. As for the HOMO-LUMO gap: 10.18 eV.

---

(y)
The following is a quantum chemistry calculation of C3H3NO3 in the gas phase, from OMol25.

Last column: Mulliken charge in e.
CARTESIAN COORDINATES (ANGSTROEM)
C: 0.395 -1.363 0.471  0.09
C: -0.017 0.744 -0.661  0.40
C: -0.886 1.295 0.441  0.24
H: -0.622 -1.171 1.039  0.34
H: 1.568 -0.492 -0.969  0.28
H: -1.008 2.390 0.215  0.31
N: 0.645 -0.384 -0.526  -0.12
O: 1.156 -2.286 0.578  -0.49
O: 0.106 1.464 -1.653  -0.56
O: -1.437 0.561 1.311  -0.51

For the HOMO energy, the calculation gives -0.3922 hartree. Its SMILES is O=CNC(=O)C=O. As for the HOMO-LUMO gap: 9.47 eV.

---

(z)
The following is a quantum chemistry calculation of C3H3NO3 in the gas phase, from OMol25.

Last column: Mulliken charge in e.
CARTESIAN COORDINATES (ANGSTROEM)
N: -0.607 1.276 -0.696  -0.70
C: -0.523 0.080 -0.292  0.98
O: 0.554 -0.791 -0.177  -0.24
C: 1.804 -0.315 0.034  0.17
O: 2.126 0.833 0.140  -0.47
C: -1.708 -0.460 0.815  -0.41
O: -1.704 -0.743 -0.457  -0.23
H: 0.302 1.725 -0.696  0.31
H: 2.484 -1.177 0.087  0.35
H: -2.727 -0.426 1.242  0.25

For the HOMO energy, the calculation gives -0.3328 hartree. As for the HOMO-LUMO gap: 8.57 eV.

---

Most stable pick: (y). Distance to second place: 0.0281 hartree.